Entry 1:
The following is a DFT calculation (wB97M-V/def2-TZVPD) of a 8-piece molecular cluster, C34H70BO10 overall.

The value obtained for the gap between HOMO and LUMO is 0.200 hartree. The lowest unoccupied orbital energy comes out at 2.304 eV. The spin multiplicity is 1. As for the net charge: -1.

Last column: Löwdin charge in e.
Atoms and positions in Å:
C (4.053592, 0.618105, -0.544318)  -0.08
C (3.111797, 1.162172, -1.782754)  -0.24
O (2.709137, 2.572950, -1.669280)  -0.23
C (1.739483, 2.795024, -0.585631)  -0.22
C (0.160819, 2.778560, -1.064534)  -0.10
C (-0.587704, 1.320648, -0.729598)  -0.28
C (-2.035492, 1.753106, -0.046697)  -0.14
O (-2.909271, 0.542827, -0.200476)  -0.17
B (-2.228444, -0.194157, -1.287372)  -0.70
O (-1.135738, 0.630736, -1.914699)  -0.14
H (3.483906, -0.313060, -0.069392)  0.10
H (4.047698, 1.484999, 0.275165)  0.06
H (5.162764, 0.388773, -0.838400)  0.07
H (2.197921, 0.427740, -2.006253)  0.14
H (3.795076, 1.092961, -2.758950)  0.12
H (1.933726, 3.890745, -0.153557)  0.12
H (1.825666, 2.058528, 0.319585)  0.12
H (-0.396031, 3.560812, -0.355559)  0.11
H (-0.011301, 3.126648, -2.169988)  0.13
H (0.046281, 0.531285, -0.114582)  0.15
H (-2.041348, 2.224262, 1.024634)  0.11
H (-2.516243, 2.547001, -0.776501)  0.13
H (-1.600531, -0.997535, -0.675028)  0.04
H (-2.889139, -0.826793, -2.025028)  0.05
C (8.802964, -1.300288, 0.663186)  -0.18
C (8.066219, -2.598333, 0.870594)  -0.17
C (6.782272, -2.359508, 0.106341)  -0.20
O (7.099471, -1.468751, -0.972114)  -0.17
C (8.414050, -0.938349, -0.753505)  -0.19
H (9.884125, -1.381692, 0.800823)  0.11
H (8.424066, -0.543052, 1.359869)  0.10
H (8.627177, -3.420587, 0.410917)  0.11
H (7.897397, -2.845207, 1.921816)  0.12
H (6.031007, -1.869373, 0.734618)  0.12
H (6.354130, -3.283424, -0.293079)  0.12
H (9.087447, -1.404587, -1.480961)  0.12
H (8.409148, 0.141633, -0.924693)  0.10
C (5.497667, -2.544036, -4.605690)  -0.18
C (4.777612, -1.491938, -5.409024)  -0.18
C (3.489338, -1.327027, -4.632625)  -0.20
O (3.793333, -1.603445, -3.258469)  -0.15
C (5.101583, -2.187379, -3.189647)  -0.20
H (6.580020, -2.548534, -4.757257)  0.11
H (5.110640, -3.537128, -4.863207)  0.11
H (5.347946, -0.555763, -5.389633)  0.11
H (4.613876, -1.771057, -6.452958)  0.11
H (2.733187, -2.048746, -4.959305)  0.12
H (3.072037, -0.319884, -4.721978)  0.11
H (5.779387, -1.438910, -2.764901)  0.10
H (5.082847, -3.057130, -2.527171)  0.12
C (-1.915527, -3.901032, -2.931683)  -0.17
C (-2.662604, -4.699965, -1.895192)  -0.17
C (-3.064646, -5.932961, -2.674759)  -0.22
O (-2.050539, -6.147573, -3.666048)  -0.15
C (-1.213305, -4.984271, -3.720824)  -0.21
H (-1.225457, -3.167208, -2.507670)  0.12
H (-2.627287, -3.371095, -3.575812)  0.12
H (-1.983255, -4.977927, -1.080759)  0.12
H (-3.516024, -4.171205, -1.463217)  0.11
H (-4.015293, -5.780773, -3.196747)  0.11
H (-3.152927, -6.819688, -2.040422)  0.11
H (-0.250496, -5.244182, -3.267528)  0.11
H (-1.043168, -4.701097, -4.763204)  0.11
C (7.211743, 3.652450, 1.092155)  -0.18
C (6.400347, 3.679225, 2.361663)  -0.18
C (5.994509, 2.228967, 2.508931)  -0.20
O (7.041274, 1.442408, 1.923495)  -0.15
C (7.913540, 2.315825, 1.193066)  -0.21
H (7.905130, 4.491754, 0.995906)  0.11
H (6.542392, 3.658557, 0.223668)  0.12
H (7.037760, 3.976072, 3.202891)  0.11
H (5.545875, 4.359609, 2.323327)  0.12
H (5.070625, 2.017064, 1.960389)  0.09
H (5.854829, 1.936768, 3.553715)  0.12
H (8.849219, 2.400789, 1.756376)  0.12
H (8.133942, 1.882296, 0.213696)  0.10
C (-7.215536, -1.507002, -0.330939)  -0.19
C (-7.284619, -0.202580, -1.082234)  -0.18
C (-5.862544, -0.044872, -1.574648)  -0.20
O (-5.340675, -1.366533, -1.769562)  -0.15
C (-6.245127, -2.306263, -1.172816)  -0.21
H (-8.184464, -1.999058, -0.214585)  0.11
H (-6.793771, -1.338588, 0.667104)  0.11
H (-7.966473, -0.301587, -1.935083)  0.11
H (-7.620591, 0.639409, -0.471748)  0.11
H (-5.236436, 0.454858, -0.827907)  0.11
H (-5.803192, 0.516280, -2.511690)  0.12
H (-6.762553, -2.832125, -1.982613)  0.11
H (-5.682831, -3.037261, -0.585317)  0.11
C (-8.192268, 0.672385, 4.853659)  -0.19
C (-7.455382, -0.622927, 5.077043)  -0.18
C (-8.158471, -1.557127, 4.116534)  -0.21
O (-8.609654, -0.758173, 3.014158)  -0.15
C (-8.472307, 0.625122, 3.367520)  -0.21
H (-7.625471, 1.557720, 5.152664)  0.11
H (-9.135778, 0.663742, 5.412275)  0.11
H (-6.405138, -0.507262, 4.784320)  0.12
H (-7.485366, -0.973263, 6.111876)  0.11
H (-9.038896, -2.014808, 4.579938)  0.11
H (-7.503325, -2.352957, 3.750608)  0.12
H (-7.634492, 1.034926, 2.792926)  0.12
H (-9.381490, 1.167630, 3.094095)  0.12
C (-4.481733, 3.885228, 4.298931)  -0.19
C (-4.550816, 5.189650, 3.547637)  -0.19
C (-3.128742, 5.347357, 3.055222)  -0.21
O (-2.606872, 4.025697, 2.860308)  -0.15
C (-3.511324, 3.085967, 3.457054)  -0.21
H (-5.450661, 3.393172, 4.415285)  0.10
H (-4.059969, 4.053642, 5.296974)  0.11
H (-5.232670, 5.090643, 2.694787)  0.12
H (-4.886789, 6.031639, 4.158122)  0.11
H (-2.502634, 5.847088, 3.801963)  0.11
H (-3.069389, 5.908510, 2.118180)  0.12
H (-4.028750, 2.560104, 2.647257)  0.12
H (-2.949028, 2.354969, 4.044553)  0.12

Force components x, y, z for each atom (eV/Å):
C -1.309 0.613 0.737
C 0.955 -1.078 -1.391
O -0.531 -1.737 1.562
C -1.298 1.326 0.355
C -0.003 -0.582 1.094
C -1.892 0.977 -1.077
C -0.776 -0.757 -0.757
O 1.092 3.301 0.544
B 1.355 -0.854 0.445
O 0.762 1.772 1.649
H 1.624 1.864 -0.946
H 0.108 -1.933 -1.738
H -2.264 0.271 0.480
H 1.797 1.766 0.785
H -1.599 0.392 2.028
H -0.096 -2.316 -1.027
H 0.128 1.141 -1.794
H 1.244 -1.525 -1.515
H 0.513 -0.895 2.088
H -1.123 1.810 -0.889
H 0.157 -1.193 -1.739
H 1.246 -1.064 1.313
H 0.819 -1.563 0.716
H -0.751 0.257 -0.991
C 0.232 0.594 0.435
C 0.152 -0.614 0.080
C -0.535 0.111 0.002
O 0.508 -0.016 0.386
C -0.053 -0.027 -0.388
H -0.078 0.004 -0.062
H 0.048 -0.087 -0.113
H -0.068 0.018 0.074
H -0.023 0.032 -0.127
H -0.005 -0.076 0.017
H -0.002 0.149 -0.070
H 0.095 0.066 -0.017
H -0.100 -0.134 -0.085
C 0.182 -0.654 -0.072
C 0.151 0.471 -0.374
C -0.485 -0.032 0.221
O 0.189 -0.133 -0.408
C 0.078 0.467 0.359
H -0.084 -0.009 0.058
H 0.077 0.064 0.001
H -0.064 -0.067 -0.040
H -0.020 0.049 0.097
H -0.036 0.070 -0.094
H -0.032 -0.109 0.132
H -0.060 -0.257 -0.049
H -0.084 0.104 0.029
C 0.045 0.599 -0.354
C -0.050 -0.086 0.596
C -0.167 -0.189 -0.211
O -0.084 0.038 0.109
C 0.261 -0.148 -0.017
H -0.195 -0.010 -0.042
H 0.130 0.023 0.136
H -0.098 0.038 -0.033
H 0.143 -0.005 -0.076
H -0.088 -0.001 0.074
H 0.046 -0.044 -0.135
H 0.075 0.068 -0.036
H -0.035 -0.135 0.030
C -0.056 0.240 -0.654
C -0.042 0.343 0.552
C -0.390 -0.358 0.002
O 0.074 0.341 -0.067
C 0.238 -0.310 0.104
H -0.044 -0.108 -0.001
H 0.105 0.007 0.080
H -0.089 0.002 -0.041
H 0.076 -0.118 0.006
H 0.029 0.063 0.140
H 0.071 -0.085 -0.117
H 0.091 0.046 -0.068
H -0.062 -0.025 0.144
C -0.103 -0.251 0.646
C -0.420 0.270 -0.379
C 0.591 0.264 0.152
O -0.765 -0.278 0.217
C 0.383 0.084 -0.433
H 0.079 0.019 0.038
H -0.091 -0.048 -0.101
H -0.030 0.036 0.066
H 0.046 -0.053 -0.047
H 0.084 0.024 -0.130
H 0.101 -0.132 0.029
H -0.106 -0.152 0.020
H 0.074 0.057 -0.077
C -0.379 0.410 0.335
C 0.623 -0.194 0.183
C -0.241 -0.296 -0.251
O 0.088 0.137 0.397
C 0.090 0.036 -0.498
H -0.067 -0.074 -0.055
H 0.084 0.056 -0.042
H -0.107 -0.054 0.056
H 0.000 0.006 -0.117
H 0.032 -0.078 0.075
H -0.114 0.093 -0.077
H -0.030 0.094 0.020
H 0.044 -0.127 -0.065
C -0.038 -0.195 0.611
C -0.467 0.364 -0.317
C 0.476 -0.039 -0.119
O -0.351 0.281 0.303
C 0.110 -0.381 -0.411
H 0.101 0.010 -0.022
H -0.074 -0.040 -0.055
H 0.073 0.050 0.086
H 0.049 -0.050 -0.072
H -0.028 0.127 0.012
H 0.087 -0.124 0.046
H 0.027 -0.095 0.075
H 0.047 0.079 -0.146

=====

Entry 2:
The following is a DFT calculation (wB97M-V/def2-TZVPD) of a 8-piece molecular cluster, C34H70Br2N3O8S overall.

The value obtained for the gap between HOMO and LUMO is 0.247 hartree. The lowest unoccupied orbital energy comes out at -4.992 eV. The spin multiplicity is 1. As for the net charge: +1.

Last column: Löwdin charge in e.
Atoms and positions in Å:
C (2.244979, -5.400268, 2.712920)  0.17
C (1.205092, -5.015829, 1.826967)  -0.01
N (-0.056689, -4.481868, 1.108174)  -0.10
N (-0.894991, -5.466165, 0.742118)  0.16
C (-2.057116, -4.890625, 0.076615)  -0.13
N (-3.112725, -5.941938, -0.337173)  0.06
C (-2.692412, -6.600069, -1.472654)  -0.56
S (-2.409251, -7.476389, -2.903298)  0.70
C (-2.420443, -3.386085, -0.294887)  0.05
C (-3.811785, -3.037119, -1.107383)  -0.16
O (-4.926900, -3.288502, -0.169552)  -0.26
C (-6.126509, -2.512374, -0.521002)  -0.11
C (-1.331589, -2.278632, 0.187393)  -0.08
C (-1.511549, -0.679374, -0.100521)  -0.59
Br (-3.279410, 0.040872, 0.610463)  0.76
C (-1.439913, -0.420590, -1.751586)  -0.68
C (-0.662128, 1.038738, -1.948422)  -0.17
Br (-0.241961, -1.785498, -2.642704)  0.66
C (-0.135631, -3.035941, 0.947106)  -0.03
C (1.075796, -2.091082, 1.577868)  -0.03
H (2.887683, -5.836203, 3.611006)  0.11
H (-3.912113, -3.869519, -1.956191)  0.15
H (-3.806622, -1.961341, -1.570373)  0.10
H (-5.963978, -1.707869, -1.357822)  0.10
H (-7.005468, -3.270613, -0.749159)  0.12
H (-6.464148, -1.922508, 0.458843)  0.11
H (-0.687104, 0.014048, 0.354532)  0.10
H (-2.500459, -0.334070, -2.243125)  0.10
H (-1.270629, 1.860586, -1.364536)  0.09
H (-0.509841, 1.307132, -3.098358)  0.10
H (0.435694, 1.030921, -1.482600)  0.09
H (2.079119, -2.203655, 0.941330)  0.12
H (1.332458, -2.373909, 2.709008)  0.10
H (0.829861, -0.948065, 1.585552)  0.09
C (4.810478, 1.356815, 1.333909)  -0.06
C (4.450105, 0.201500, 0.413594)  -0.51
C (5.500290, 0.006519, -0.668369)  -0.05
O (3.187248, 0.458638, -0.194922)  -0.08
H (4.871309, 2.297990, 0.776091)  0.09
H (4.039683, 1.493176, 2.100015)  0.07
H (5.770338, 1.181882, 1.829819)  0.08
H (4.350239, -0.718647, 0.999634)  0.12
H (5.585653, 0.899924, -1.297288)  0.07
H (5.221629, -0.820230, -1.330651)  0.08
H (6.480889, -0.208891, -0.232603)  0.09
H (3.266522, 1.274016, -0.717472)  0.09
C (-2.687830, 4.598752, -5.457365)  -0.06
C (-2.292044, 3.582168, -4.398351)  -0.51
C (-3.430115, 3.326029, -3.423293)  -0.06
O (-1.156707, 4.062737, -3.683310)  -0.08
H (-2.938888, 5.562733, -5.000876)  0.09
H (-1.855020, 4.782292, -6.144661)  0.08
H (-3.549442, 4.251098, -6.035831)  0.08
H (-2.001946, 2.642248, -4.880514)  0.13
H (-3.707591, 4.244987, -2.894596)  0.09
H (-3.126892, 2.601791, -2.659540)  0.05
H (-4.314051, 2.940225, -3.940670)  0.08
H (-1.405092, 4.897197, -3.251841)  0.09
C (0.513189, 7.127470, -4.904403)  -0.06
C (0.074971, 8.080260, -3.803605)  -0.50
C (0.918682, 9.345036, -3.797050)  -0.07
O (0.190795, 7.428781, -2.541312)  -0.06
H (1.553709, 6.815222, -4.761257)  0.08
H (-0.094705, 6.216497, -4.889186)  0.05
H (0.420814, 7.593942, -5.890168)  0.09
H (-0.979744, 8.342156, -3.941704)  0.14
H (1.973745, 9.111440, -3.614644)  0.08
H (0.600194, 10.015949, -2.991925)  0.08
H (0.838555, 9.878076, -4.749581)  0.08
H (1.124177, 7.192602, -2.410155)  0.09
C (5.409143, -1.983082, 4.139703)  -0.05
C (3.897825, -2.097557, 4.259754)  -0.52
C (3.281745, -0.800407, 4.759151)  -0.05
O (3.574274, -3.152158, 5.162170)  -0.07
H (5.864494, -1.768462, 5.112979)  0.09
H (5.839970, -2.927791, 3.791065)  0.08
H (5.690619, -1.190159, 3.439770)  0.07
H (3.469738, -2.357095, 3.285348)  0.10
H (3.661703, -0.543754, 5.754520)  0.09
H (2.195065, -0.901384, 4.852504)  0.08
H (3.499388, 0.028058, 4.077870)  0.07
H (3.950418, -2.930207, 6.030178)  0.10
C (-5.086774, 1.246520, 5.458467)  -0.06
C (-3.590648, 1.282205, 5.190259)  -0.50
C (-3.194950, 0.275176, 4.122146)  -0.10
O (-2.887692, 0.992742, 6.395782)  -0.06
H (-5.396582, 0.259916, 5.820823)  0.08
H (-5.355133, 1.967663, 6.237936)  0.08
H (-5.655783, 1.480862, 4.553385)  0.08
H (-3.297340, 2.289047, 4.873515)  0.14
H (-3.437715, -0.746032, 4.437102)  0.09
H (-2.113843, 0.303276, 3.948357)  0.08
H (-3.707196, 0.480289, 3.176948)  -0.02
H (-3.141958, 0.100436, 6.684438)  0.09
C (-2.346336, -6.363929, 3.793519)  -0.07
C (-3.725240, -6.444153, 4.428963)  -0.50
C (-4.488632, -7.666299, 3.944049)  -0.06
O (-4.462908, -5.268048, 4.106713)  -0.06
H (-2.421335, -6.280554, 2.703521)  0.05
H (-1.813305, -5.472950, 4.142332)  0.08
H (-1.747901, -7.247633, 4.036015)  0.08
H (-3.626526, -6.480627, 5.519381)  0.14
H (-4.639619, -7.629163, 2.859235)  0.08
H (-5.483797, -7.704399, 4.400098)  0.08
H (-3.954508, -8.589119, 4.190992)  0.08
H (-4.555509, -5.227408, 3.140298)  0.08
C (4.586325, 2.864869, -4.091912)  -0.07
C (5.894667, 2.304783, -4.626838)  -0.50
C (5.748760, 1.832955, -6.064767)  -0.06
O (6.309283, 1.212155, -3.811070)  -0.07
H (3.801181, 2.100549, -4.097981)  0.08
H (4.703196, 3.189114, -3.052276)  0.07
H (4.248481, 3.717603, -4.689045)  0.08
H (6.674653, 3.071796, -4.568534)  0.14
H (5.004720, 1.031949, -6.140862)  0.08
H (6.694730, 1.421011, -6.432501)  0.08
H (5.445752, 2.654672, -6.721146)  0.08
H (5.622635, 0.526148, -3.856820)  0.09

Force components x, y, z for each atom (eV/Å):
C -8.425 2.702 -5.825
C 5.976 -2.222 6.418
N 3.133 2.099 1.350
N -3.768 4.224 -2.450
C 0.096 -0.138 -0.253
N 4.748 -1.305 -5.361
C -1.471 0.538 1.313
S -0.941 3.076 5.055
C 3.079 0.658 1.890
C 0.203 -1.799 0.090
O 0.885 1.760 -1.779
C -1.433 0.463 1.169
C -1.147 -5.447 0.632
C 0.928 -0.777 -1.196
Br 1.544 -0.829 -0.854
C 0.575 2.328 0.724
C 0.360 -0.048 0.047
Br -1.072 0.802 0.513
C -0.816 1.769 -0.492
C 0.570 -0.525 0.219
H -1.495 1.190 -2.550
H 0.469 1.965 1.539
H 0.119 -2.094 1.150
H -0.230 -1.798 1.419
H 1.922 1.650 0.090
H 0.817 -1.240 -2.099
H -1.572 -1.778 -0.637
H 2.183 -0.620 0.921
H 1.106 -1.541 -1.417
H -0.692 -0.531 2.617
H -2.432 -0.347 -0.885
H -2.320 0.035 1.275
H -0.781 0.289 -2.594
H 0.043 -2.367 -0.290
C -0.073 -0.020 0.350
C 0.496 0.576 -0.290
C 0.057 -0.229 -0.083
O -0.558 -0.028 -0.105
H 0.106 -0.147 -0.042
H 0.111 -0.063 -0.060
H -0.094 0.079 -0.062
H -0.214 0.050 -0.085
H 0.069 -0.021 0.169
H 0.048 0.033 0.150
H -0.094 0.048 -0.108
H 0.062 -0.343 0.224
C 0.078 -0.028 -0.357
C -0.331 0.606 0.208
C -0.138 -0.284 0.118
O 0.197 -0.082 0.137
H -0.079 -0.140 0.060
H -0.132 -0.111 0.074
H 0.081 0.092 0.048
H 0.161 0.123 0.113
H 0.004 -0.025 -0.168
H -0.040 0.032 -0.126
H 0.051 0.066 0.086
H 0.168 -0.245 -0.141
C -0.259 -0.208 -0.216
C 0.727 0.005 -0.200
C -0.140 0.348 0.089
O -0.102 -0.251 0.295
H -0.027 0.160 -0.005
H 0.069 0.146 -0.029
H 0.053 -0.064 0.088
H 0.094 -0.115 0.222
H -0.079 -0.081 -0.134
H -0.021 -0.093 -0.161
H 0.055 -0.044 0.116
H -0.409 0.140 -0.104
C 0.190 -0.171 -0.278
C 0.442 0.420 0.600
C -0.311 0.123 -0.129
O -0.154 -0.312 0.028
H -0.131 0.108 -0.081
H -0.089 0.147 -0.019
H 0.021 -0.057 0.095
H 0.015 -0.195 0.163
H 0.081 -0.024 -0.157
H 0.113 0.018 -0.050
H -0.007 -0.043 0.106
H -0.161 -0.084 -0.377
C -0.212 0.269 0.063
C -0.274 -0.605 0.152
C 0.125 0.056 -0.202
O 0.178 -0.017 0.122
H 0.082 0.009 -0.147
H 0.076 -0.056 -0.179
H 0.005 -0.042 0.105
H 0.094 -0.128 0.225
H -0.137 0.093 -0.005
H -0.107 0.095 -0.028
H 0.076 -0.056 0.316
H 0.064 0.405 -0.131
C 0.312 0.095 0.155
C -0.028 -0.162 -0.633
C -0.206 -0.218 0.194
O -0.049 0.294 -0.029
H -0.123 -0.193 0.078
H -0.052 -0.110 0.070
H -0.022 0.099 -0.087
H -0.123 0.199 -0.155
H 0.159 0.018 0.044
H 0.202 0.005 0.004
H -0.083 0.072 -0.063
H 0.003 -0.082 0.402
C -0.050 0.284 0.209
C -0.529 -0.329 -0.225
C 0.249 0.042 -0.264
O 0.083 -0.158 0.247
H 0.053 0.008 -0.168
H 0.059 0.046 -0.141
H -0.024 -0.104 0.092
H -0.006 -0.253 0.133
H -0.054 0.141 0.070
H -0.117 0.143 0.074
H 0.014 -0.125 0.038
H 0.294 0.309 -0.061

=====

Q: Which value of spin multiplicity does entry 1 give?
A: 1